[1]
This record from the Open Molecules 2025 dataset describes a molecular structure, C11H4BrF5NPdSe4Te. The level of theory is wB97M-V/def2-TZVPD.

Geometry as XYZ:
```
28
Properties=species:S:1:pos:R:3:forces:R:3:mulliken_charge:R:1
Pd 0.3230 -1.1685 -0.6402 -0.1197 -0.0733 -0.2329 0.3252
Se -0.7357 -1.0678 -2.9785 0.1004 -0.1419 0.0921 -0.3149
Se 0.4917 -3.0215 -2.4734 0.0495 0.1752 -0.0123 -0.2710
Te 2.6275 -1.6234 -2.0345 -0.1301 0.0233 -0.0210 0.3271
Se 4.1662 -2.9940 -0.7908 -0.0065 -0.0423 0.0381 -0.5772
F -2.5927 3.9195 -4.2894 0.0046 0.0144 -0.0200 -0.3199
C -2.1217 3.2656 -3.2196 0.0495 -0.0039 0.0045 0.5444
C -2.9849 2.8284 -2.2355 -0.0980 0.0015 0.0036 0.1287
F -4.3006 3.0617 -2.3620 -0.0058 0.0012 0.0037 -0.3126
C -2.4950 2.1527 -1.1323 0.0144 -0.0539 0.0525 0.6108
F -3.3875 1.7478 -0.2197 -0.0233 0.0105 -0.0119 -0.3054
C -1.1438 1.8858 -0.9610 0.0622 0.1257 -0.2489 -0.6753
Se -0.4648 0.9220 0.5208 0.0195 -0.0231 0.2186 -0.4352
C -0.3020 2.3507 -1.9695 0.0022 -0.0256 0.0468 0.6689
F 1.0164 2.1587 -1.8903 0.0571 -0.0206 -0.0073 -0.3509
C -0.7671 3.0244 -3.0832 -0.0657 0.0020 0.0083 0.1482
F 0.0807 3.4502 -4.0283 -0.0016 0.0077 -0.0104 -0.3157
Br 1.6233 -1.8964 6.0218 -0.0040 -0.0026 -0.0374 -0.1893
C 1.3212 -1.9012 4.1513 0.0152 -0.0047 0.1457 0.3806
C 0.0707 -2.2184 3.6605 -0.0750 -0.0239 -0.0416 -0.5003
C -0.1007 -2.1976 2.2877 0.0061 -0.0645 -0.1285 -0.2644
N 0.8774 -1.9046 1.4277 0.1645 0.2238 0.2944 -0.1091
C 2.0777 -1.5964 1.9276 -0.0895 -0.1647 -0.0211 -0.0189
C 2.3473 -1.5852 3.2875 0.0935 0.0280 -0.0769 -0.7017
H -0.7525 -2.4629 4.3151 0.0004 0.0024 0.0002 0.4190
H -1.0662 -2.4183 1.8516 -0.0208 0.0135 -0.0069 0.3700
H 2.8576 -1.3785 1.2105 0.0035 0.0193 -0.0271 0.3339
H 3.3345 -1.3331 3.6460 -0.0027 -0.0036 -0.0044 0.4047
```
Forces are in eV/Å.

Energy above the lowest of the compared OMol25 structures with the same formula, charge and spin ... 0.0 kcal per mole
Expectation value of S² ... 2.03
2S+1 ... 3
Total energy ... -368752.89238 eV
LUMO (alpha / beta) ... 2.17 / 1.23 eV
Gap between HOMO and LUMO (alpha / beta) ... 5.9 / 5.9 eV
Total charge ... -1
HOMO energy (alpha / beta) ... -3.740 / -4.701 eV


[2]
This record from the Open Molecules 2025 dataset describes a molecular structure, C11H4CaN2O5 at a distorted geometry. The level of theory is wB97M-V/def2-TZVPD.

Geometry as XYZ:
```
23
Properties=species:S:1:pos:R:3:forces:R:3:mulliken_charge:R:1
O -0.0089 3.0975 -3.2988 0.0046 -3.9598 1.3150 -0.0051
C -0.0069 2.0184 -2.9117 -0.0023 6.2424 -2.5117 -0.0840
Ca -0.0101 0.0085 -1.7972 0.0384 -1.7021 0.4369 1.9113
O -0.0085 -1.9586 -4.9716 0.0055 1.8584 3.6780 -0.0508
C -0.0080 -1.4158 -3.9597 -0.0124 -2.0390 -4.3178 0.1297
C 0.0005 -2.7114 -1.1719 -0.0189 -2.1616 0.7117 0.1988
O -0.0121 -3.7885 -0.8231 0.0400 1.9912 -0.6609 -0.0632
C -2.3018 -0.7257 -1.9309 -3.8292 -0.3835 0.1046 0.0012
O -3.4240 -0.8665 -1.8815 2.3628 0.1376 -0.1399 -0.0323
C 2.2842 -0.7278 -1.9286 3.6629 -0.3371 0.0981 0.0560
O 3.4060 -0.8644 -1.8834 -2.2264 0.1019 -0.1193 -0.0284
N 0.0467 1.6546 5.4952 -0.0217 -0.4810 -1.6698 -0.3011
C 0.0327 1.3288 4.3798 0.0403 0.5667 1.7755 -0.2796
C 0.0147 0.9183 3.0102 -0.2332 -0.5052 -0.3090 0.7960
C -0.6898 -0.2469 2.6486 0.1591 0.1833 -0.1589 -0.6979
C -0.6826 -0.6356 1.3221 0.1415 0.0950 0.1369 -0.1321
N -0.0077 0.0862 0.4200 0.2456 0.4572 -0.3393 -0.5526
C 0.6681 1.2232 0.7278 -0.5256 -0.7750 0.6043 0.1923
C 0.6971 1.6618 2.0404 0.3186 0.4132 -0.3269 -0.7356
H -1.2253 -0.8444 3.3666 -0.0251 0.0753 0.2800 0.5108
H -1.2121 -1.5448 0.9506 0.4686 0.8703 0.5180 0.3450
H 1.2003 1.7664 -0.0948 -0.4213 -0.4256 0.7702 0.3383
H 1.2475 2.5666 2.2916 -0.1720 -0.2226 0.1243 0.4833
```
Forces are in eV/Å.

Energy above the lowest of the compared OMol25 structures with the same formula, charge and spin ... 2.3 kcal per mole
Total energy ... -43111.10757 eV
LUMO ... -8.77 eV
Gap between HOMO and LUMO ... 8.3 eV
Total charge ... +2
HOMO energy ... -17.082 eV


[3]
This record from the Open Molecules 2025 dataset describes a molecular structure, C11H5F6MoN2O7SSbTe at a distorted geometry. The level of theory is wB97M-V/def2-TZVPD.

Geometry as XYZ:
```
35
Properties=species:S:1:pos:R:3:forces:R:3:mulliken_charge:R:1
Mo 0.1034 1.0162 -2.3061 0.8022 -0.3694 0.0251 1.6104
O 3.5465 -0.7922 -1.7396 0.2506 -0.0627 -0.1966 -0.0507
C 2.9736 -0.7684 -0.7802 -0.4308 0.2765 -0.0744 -0.0318
O 0.5982 -0.3794 -2.9858 -0.4466 0.2451 -0.0593 -0.6050
C 2.2482 -0.7293 0.3973 1.0836 -0.6123 0.3864 1.1771
C 2.9193 -1.3173 1.5058 -0.0454 -0.0229 0.2452 -0.6143
C 2.2864 -1.3250 2.7158 0.0255 0.0548 -0.1616 -0.6792
C 1.0041 -0.8015 2.8719 0.0912 0.0379 -0.1708 -0.4885
C 0.3703 -0.2700 1.7689 -0.2618 -0.1178 0.2627 0.1022
C 0.9666 -0.1681 0.5053 -0.5896 0.1040 0.5605 0.3715
O 0.3465 0.4443 -0.4466 -0.1237 0.2657 -0.6831 -0.0605
N -1.0159 0.2209 1.9407 0.1162 0.2336 -0.0868 0.7377
O -1.2563 0.8509 2.9267 -0.0219 -0.0891 0.0649 -0.4437
O -1.8197 -0.0521 1.0486 0.2034 -0.0054 0.0389 -0.4239
N 2.9855 -1.9112 3.8916 -0.0246 -0.0835 -0.0172 1.0167
O 4.0893 -2.3456 3.6803 -0.0023 0.0274 0.0215 -0.5453
O 2.3670 -1.8972 4.9244 0.0100 0.0202 0.0164 -0.5436
H 3.9147 -1.7428 1.4193 -0.0286 0.0039 0.0072 0.6583
H 0.5241 -0.8162 3.8451 0.0070 -0.0192 0.0142 0.6559
F -0.0724 2.3114 -3.6823 -0.1607 0.2288 0.0556 -0.5574
Sb 1.5717 4.0130 -2.4729 -0.5998 0.2104 -0.0449 2.5241
F 2.2205 2.2108 -2.6135 -0.2044 -0.2341 0.0952 -0.5280
F 2.4561 4.6774 -1.0249 -0.0159 -0.1053 -0.1003 -0.4113
F 0.3521 2.9129 -1.2918 0.2192 0.3521 -0.0283 -0.6561
F 0.0353 4.9583 -2.7945 0.1706 0.0291 0.0288 -0.4258
F 2.4945 4.6015 -3.9304 0.0510 -0.2183 0.0626 -0.3954
Te -2.6858 1.3587 -1.8465 -0.0004 -0.0914 -0.0588 0.8803
C -3.5621 -0.3197 -1.1836 -0.1570 0.0118 -0.1303 0.1148
C -3.0836 -1.6480 -1.0184 -0.0424 -0.1306 -0.0010 -0.1490
C -4.0563 -2.4935 -0.5695 0.0828 0.0694 -0.0532 -0.5091
C -5.3105 -1.8210 -0.3783 0.0071 -0.0014 -0.0074 -0.1438
S -5.2854 -0.2043 -0.7465 0.0499 0.0020 -0.0112 0.1218
H -2.0645 -1.9343 -1.2323 -0.0150 -0.0157 0.0009 0.4100
H -3.9362 -3.5502 -0.3716 0.0038 0.0010 -0.0088 0.4407
H -6.2252 -2.2890 -0.0266 -0.0035 0.0053 0.0078 0.4409
```
Forces are in eV/Å.

Energy above the lowest of the compared OMol25 structures with the same formula, charge and spin ... 28.2 kcal per mole
Expectation value of S² ... 1.22
2S+1 ... 2
Total energy ... -71591.14732 eV
LUMO (alpha / beta) ... -13.40 / -13.47 eV
Gap between HOMO and LUMO (alpha / beta) ... 5.7 / 5.6 eV
Total charge ... +3
HOMO energy (alpha / beta) ... -19.110 / -19.109 eV


[4]
This record from the Open Molecules 2025 dataset describes a molecular structure, C11H5N2O5Tc at a distorted geometry. The level of theory is wB97M-V/def2-TZVPD.

Geometry as XYZ:
```
24
Properties=species:S:1:pos:R:3:forces:R:3:mulliken_charge:R:1
O 1.5744 1.8464 -4.6642 -1.2259 -1.9150 3.8704 -0.0927
C 1.2562 1.3607 -3.6658 1.3896 1.8204 -3.9127 0.0934
Tc -0.0580 0.0045 -0.2651 4.9737 1.1887 0.1725 0.2773
O -1.2685 2.1232 -2.2319 2.3620 -3.5461 3.8721 -0.0748
C -0.7851 1.3640 -1.4898 -4.0431 5.2020 -5.8038 0.3766
C -1.4174 -0.0288 1.1448 -6.2935 -0.7250 6.2665 0.3926
O -2.2441 -0.0540 1.9645 4.0175 0.1947 -3.9029 -0.0600
C 1.2547 -1.1513 0.7086 1.9478 -4.8015 3.7194 0.3007
O 1.8759 -1.8911 1.3535 -2.1574 3.4024 -2.9766 -0.1272
C -0.7733 -1.5316 -1.1926 -2.8371 -6.2323 -3.8969 0.4067
O -1.1792 -2.4830 -1.7244 1.8899 4.4148 2.4872 -0.0526
H 1.5254 -0.2562 -0.8835 -0.3574 0.1341 0.0409 0.3956
N 5.2140 2.6473 2.7273 0.5891 -0.0432 0.1389 -0.0207
C 4.0813 2.6579 2.4296 -2.6754 0.0618 -0.7007 -0.2704
C 2.6768 2.7049 2.0742 2.7193 0.1383 0.8450 0.1539
C 1.8828 3.7994 2.4384 -1.0988 0.7750 0.0750 -0.0167
C 0.5406 3.7850 2.0720 0.3133 0.2221 0.2480 -0.9704
C 0.0275 2.6847 1.3692 0.0669 0.4455 0.1595 0.0910
N 0.8071 1.6410 1.0066 1.0023 -0.3466 -0.2350 -0.0675
C 2.1142 1.6402 1.3525 -1.2124 -1.2784 -1.0757 0.1435
H 2.3273 4.6278 2.9858 -0.1486 -0.0116 -0.0331 0.5961
H -0.1346 4.6049 2.3118 0.2078 -0.0726 0.0543 0.4672
H -1.0349 2.6350 1.0757 0.6168 0.2127 0.2377 0.4710
H 2.6988 0.7649 1.0241 -0.0464 0.7598 0.3498 0.5872
```
Forces are in eV/Å.

Energy above the lowest of the compared OMol25 structures with the same formula, charge and spin ... 0.0 kcal per mole
Expectation value of S² ... 3.81
2S+1 ... 4
Total energy ... -26866.06641 eV
LUMO (alpha / beta) ... -12.71 / -16.78 eV
Gap between HOMO and LUMO (alpha / beta) ... 9.4 / 5.3 eV
Total charge ... +3
HOMO energy (alpha / beta) ... -22.119 / -22.093 eV


[5]
This record from the Open Molecules 2025 dataset describes a molecular structure, C11H5N6O6 at a distorted geometry. The level of theory is wB97M-V/def2-TZVPD.

Geometry as XYZ:
```
28
Properties=species:S:1:pos:R:3:forces:R:3:mulliken_charge:R:1
N -3.8218 -1.7357 1.8806 1.9825 1.1843 0.2840 -0.6286
C -2.8060 -1.1690 2.0070 -1.8154 -1.1168 -0.2979 -0.0509
C -1.5557 -0.4722 2.1715 1.3775 0.4642 0.1424 0.5298
C -0.3569 -1.1845 2.2461 -0.4173 1.2712 1.7506 -0.6615
C 0.8092 -0.4795 2.4859 1.3611 1.0964 0.4336 0.9847
N 2.0992 -0.9298 2.7921 -1.1837 0.4023 -0.2231 0.7945
O 2.6165 -2.0344 2.8590 -0.3261 1.1515 -0.0341 -0.7170
O 2.8588 0.2316 3.0939 -0.6393 -1.1898 -0.3783 -0.1992
N 2.0929 1.3606 2.9937 -1.8410 -0.4720 -0.6355 -0.5635
C 0.8583 0.9279 2.6206 1.8140 1.4076 0.8446 0.8834
C -0.3750 1.6751 2.4871 -0.5798 -1.2075 -0.2667 -0.4907
N -0.4468 3.1097 2.5604 -0.7201 2.1349 0.0622 0.9041
O 0.5771 3.8120 2.6642 -1.4292 -1.7301 -0.1562 -0.5743
O -1.5981 3.6122 2.5048 1.8477 -0.7280 0.1098 -0.6232
C -1.5594 0.9485 2.2868 0.7722 0.3962 -0.0910 -0.6169
H -0.3251 -2.4068 2.0729 -0.3378 0.7703 -0.0084 0.1536
H -2.5100 1.4737 2.2034 0.3807 0.0559 0.0911 0.5489
N -0.5394 -3.3623 1.3799 -0.5365 -2.7646 -2.0561 -0.1713
C -0.5915 -3.1349 0.0164 -0.1157 -1.2544 0.6880 0.2869
O -0.5244 -2.0419 -0.5239 0.1922 0.0999 0.1827 -0.6534
N -0.7407 -4.2976 -0.7504 0.1434 0.5251 -0.1655 -0.0767
C -0.8504 -5.6203 -0.3215 0.1471 0.1915 -0.1420 0.4795
O -0.8782 -6.5288 -1.1507 -0.0718 0.2712 0.4750 -0.7056
C -0.9137 -5.7113 1.1181 -0.0396 -0.2689 0.3294 -0.7649
C -0.7704 -4.5879 1.8777 0.0875 -0.4824 -0.6121 0.0057
H -0.6887 -4.1354 -1.7452 -0.0905 -0.1470 -0.0484 0.2129
H -1.0298 -6.6864 1.5661 -0.0994 -0.0007 -0.0089 0.3624
H -0.8329 -4.6323 2.9699 0.1375 -0.0603 -0.2693 0.3511
```
Forces are in eV/Å.

Energy above the lowest of the compared OMol25 structures with the same formula, charge and spin ... 0.0 kcal per mole
Total energy ... -32707.72758 eV
LUMO ... 0.93 eV
Gap between HOMO and LUMO ... 6.5 eV
Total charge ... -1
HOMO energy ... -5.614 eV


[6]
This record from the Open Molecules 2025 dataset describes 2 unconnected molecules or ions with the total composition C11H5N6O7 at a distorted geometry. The level of theory is wB97M-V/def2-TZVPD.

Geometry as XYZ:
```
29
Properties=species:S:1:pos:R:3:forces:R:3:mulliken_charge:R:1
O -0.0661 -4.1435 3.0936 -0.1629 0.4785 -0.7635 -0.6939
N -0.3666 -3.6180 2.0358 0.4027 1.0288 -1.7688 0.7558
C 0.2679 -2.8275 1.0950 -0.7229 -1.6985 1.6761 0.3508
C -0.6417 -2.5881 0.0556 -2.4593 -0.3579 -0.2878 0.7552
N -1.8456 -3.1803 0.3079 2.6544 0.9563 -0.2466 -0.5081
O -1.6627 -3.8187 1.5039 0.2134 -0.2978 0.5989 -0.1814
C -0.2771 -1.6785 -1.0236 1.4372 0.5859 0.1676 -0.1874
N -1.1847 -1.3958 -2.1336 -0.5128 1.3271 -1.7632 0.8958
O -2.0652 -2.2043 -2.4713 1.4531 0.8119 1.1264 -0.5978
O -0.9982 -0.3116 -2.7337 -0.1882 -2.0832 1.1707 -0.5613
C 0.9547 -0.9993 -0.9683 -1.9639 -0.4622 -1.3653 -0.4436
C 1.8385 -1.2879 0.0807 1.6439 0.5257 2.3813 0.3265
N 2.9445 -0.5556 0.5433 -1.1878 -0.4101 -1.3216 0.8011
O 3.6237 0.3254 0.0594 -0.6515 -1.2958 0.8796 -0.6031
O 3.2452 -1.0566 1.8287 0.3121 0.0028 -0.7129 -0.1712
N 2.3960 -2.0717 2.1924 -1.8184 -0.0256 -2.2778 -0.5555
C 1.5374 -2.1916 1.1344 1.9098 1.1393 2.2887 0.2511
H 1.2700 -0.3435 -1.7703 -0.2784 0.0648 0.1602 0.2771
O 1.0577 1.4410 -0.3989 0.5533 -0.4554 -0.0251 -0.6404
C 0.1258 2.2839 -0.3134 -1.2940 0.8687 0.1561 0.4101
C -1.0922 2.0281 0.4384 0.4058 0.1838 -0.4480 -0.2268
C -2.1184 2.9539 0.4457 0.7580 0.1284 -0.4243 -0.3145
N -2.0495 4.1338 -0.1928 -0.6805 0.5226 0.0609 -0.7298
C -0.9331 4.4392 -0.8739 0.1433 -0.8847 0.4133 -0.2034
C 0.1557 3.5899 -0.9583 -0.1085 -0.6425 0.2924 -0.4567
H -1.1989 1.0736 0.9539 0.0628 0.1368 -0.0581 0.3295
H -3.0470 2.7308 0.9839 0.2317 0.1799 -0.1626 0.3022
H -0.9096 5.4087 -1.3873 -0.0942 -0.2812 0.2169 0.3047
H 1.0395 3.8640 -1.5273 -0.0583 -0.0464 0.0364 0.3149
```
Forces are in eV/Å.

Energy above the lowest of the compared OMol25 structures with the same formula, charge and spin ... 140.7 kcal per mole
Total energy ... -34750.42868 eV
LUMO ... 0.96 eV
Gap between HOMO and LUMO ... 5.1 eV
Total charge ... -1
HOMO energy ... -4.147 eV


- Which value of total charge does entry 6 give?
  -1


- What is the formula in the third record?
  C11H5F6MoN2O7SSbTe


- Look up the energy above the lowest of the compared OMol25 structures with the same formula, charge and spin of the second one.
  2.3 kcal per mole